This record from OMol25 describes an isolated molecule of C3H5N5. The level of theory is ωB97M-V/def2-TZVPD.

Geometry (Å):
N 1.49867 -0.97294 -0.62175
C 0.71788 -0.47068 0.55515
C 0.35049 1.20587 0.17378
N -0.91431 0.61643 -0.08809
N -2.16881 0.70247 -0.42973
N -2.64169 -0.54148 -0.23248
N -1.69373 -1.43424 0.34862
C -0.64657 -0.69443 0.33786
H 2.42962 -0.38630 -0.91172
H 0.67853 -1.08732 -1.55878
H 1.12205 -0.36407 1.65278
H 0.16056 1.68730 1.21608
H 1.10733 1.73938 -0.44172

Results
HOMO-LUMO gap ... 9.97 eV
Energy relative to the best compared isomer or geometry (same formula, charge and spin) ... 6.369 eV
SMILES ... N[C@H]1Cn2nnnc21
HOMO energy ... -9.541 eV
Strongest force on any atom ... 6.678 eV Å⁻¹